# C4H9O

A gas-phase ion, C4H9O (charge -1) in a non-equilibrium geometry (the ωB97M-V functional and the def2-TZVPD basis, the Open Molecules 2025 dataset).

```
! RIJCOSX wB97M-V def2-TZVPD def2/J DEFGRID3
* xyz -1 1
C -1.2369 0.9952 -0.4399
C -0.7470 0.2735 0.8256
C 0.5706 -0.4655 0.6875
C 1.3144 -0.6350 -0.6412
O 1.5848 -1.9357 -0.9319
H -2.3349 0.7204 -0.6425
H -0.8738 0.4057 -1.3237
H -1.0041 1.9949 -0.6671
H -0.6047 0.9844 1.7073
H -1.4638 -0.5862 0.8959
H 1.2209 0.1064 1.4231
H 0.5373 -1.5001 1.0062
H 2.3202 -0.1131 -0.3895
H 0.7170 -0.2448 -1.5097
*
```

Summary:
- Relative energy (zero: lowest compared OMol25 entry of this formula, charge and spin): 140.3 kJ/mol
- Frontier orbital gap: 6.121 eV

Need the natural (NBO) charges? In units of e they are: -0.6296, -0.4153, -0.4509, -0.0371, -0.9871, 0.1814, 0.2237, 0.1931, 0.1858, 0.1996, 0.1496, 0.2249, 0.0647, 0.0973


# C11H12N2S

C11H12N2S in the gas phase in a non-equilibrium geometry (the ωB97M-V functional and the def2-TZVPD basis, the Open Molecules 2025 dataset).

```
! RIJCOSX wB97M-V def2-TZVPD def2/J DEFGRID3
* xyz 0 1
C 1.3318 0.4663 1.5185
C 2.5325 -1.1637 0.2490
C 2.0327 0.1429 2.6477
C 3.2178 -1.4389 1.4407
C 1.5286 -0.1631 0.2742
C -1.1960 -0.8060 1.6991
C -0.5841 -0.6458 -0.6638
C -2.0633 -0.3571 -0.8765
C -2.5258 1.1595 -2.7044
C 0.6605 0.2415 -0.8605
C -2.5001 1.0234 -1.1106
N 2.9209 -0.8274 2.6253
N -1.4927 -0.6266 0.4811
S -1.0433 -1.3216 3.1938
H 0.5614 1.2521 1.4595
H 2.7424 -1.6350 -0.6272
H 1.9613 0.7994 3.6303
H 3.9481 -2.1864 1.5466
H -0.4593 -1.6716 -1.0466
H -2.7795 2.1997 -3.0477
H -3.4120 0.5832 -3.0264
H -1.5434 0.6885 -3.1078
H 0.3695 1.3286 -0.7329
H 1.0758 -0.1102 -1.7697
H -3.4294 1.2796 -0.5728
H -1.8545 1.7886 -0.6191
*
```

Summary:
- Relative energy (zero: lowest compared OMol25 entry of this formula, charge and spin): 591.1 kJ/mol
- Frontier orbital gap (alpha / beta): 6.732 / 6.735 eV

Need the natural (NBO) charges? In units of e they are: -0.2771, -0.2608, 0.0445, 0.0383, 0.0373, 0.2344, -0.0479, -0.0537, -0.6088, -0.4694, -0.4713, -0.4288, -0.4253, 0.1389, 0.2120, 0.2074, 0.2046, 0.1984, 0.2134, 0.2173, 0.2206, 0.2093, 0.2374, 0.2427, 0.2206, 0.1659


# C2H4ClOP

A molecular structure, C2H4ClOP in a non-equilibrium geometry (the ωB97M-V functional and the def2-TZVPD basis, the Open Molecules 2025 dataset).

```
! RIJCOSX wB97M-V def2-TZVPD def2/J DEFGRID3
* xyz 0 1
C -0.5440 0.3000 -0.6165
C -0.4399 -0.3490 0.7897
O 0.5588 1.1871 -0.5080
P 1.4351 0.5964 0.7080
Cl 2.4825 -0.8472 -0.2201
H -0.2485 -0.3208 -1.4719
H -1.3679 0.8551 -0.7840
H -1.3018 0.0373 1.4085
H -0.5744 -1.4589 0.6941
*
```

Summary:
- Relative energy (zero: lowest compared OMol25 entry of this formula, charge and spin): 88.5 kJ/mol
- Frontier orbital gap: 9.920 eV

Need the natural (NBO) charges? In units of e they are: -0.0750, -0.6960, -0.8102, 1.1004, -0.3260, 0.1820, 0.1798, 0.2242, 0.2207


# C4H9NO

C4H9NO in the gas phase (the ωB97M-V functional and the def2-TZVPD basis, the Open Molecules 2025 dataset).

```
! RIJCOSX wB97M-V def2-TZVPD def2/J DEFGRID3
* xyz 0 1
C -0.9895 2.0872 -0.3304
C -0.9238 0.5714 -0.4466
C 0.0981 -0.0313 0.4951
O 0.7800 0.5993 1.2636
N 0.2192 -1.4350 0.4041
C 1.8192 -2.2033 0.4314
H -0.0271 2.5376 -0.5877
H -1.7554 2.4910 -0.9988
H -1.2278 2.3839 0.6944
H -1.8979 0.1134 -0.2256
H -0.6694 0.2613 -1.4699
H -0.4082 -1.9215 -0.2256
H 1.9016 -2.4450 -0.6371
H 2.4059 -1.2938 0.6208
H 0.5321 -2.0513 1.2292
*
```

Summary:
- Relative energy (zero: lowest compared OMol25 entry of this formula, charge and spin): 425.7 kJ/mol
- Frontier orbital gap: 8.706 eV

Need the natural (NBO) charges? In units of e they are: -0.6026, -0.5102, 0.7020, -0.5389, -0.7527, -0.6270, 0.2221, 0.2130, 0.2227, 0.2264, 0.2274, 0.4058, 0.1553, 0.1677, 0.4890


# H10O5

5 unconnected molecules or ions with the total composition H10O5 in a non-equilibrium geometry (the ωB97M-V functional and the def2-TZVPD basis, the Open Molecules 2025 dataset).

```
! RIJCOSX wB97M-V def2-TZVPD def2/J DEFGRID3
* xyz 1 2
O -2.9415 -0.8069 -2.1892
O -2.2777 2.7460 -1.7874
O -0.7335 -3.8192 5.4687
O 7.8987 4.2509 3.1946
O -2.5115 -3.1739 -4.8354
H -2.1615 -0.4482 -1.7557
H -1.8998 3.5743 -1.5875
H 0.2657 -3.6855 5.4861
H 7.7720 3.3809 3.5056
H -2.6596 -2.7798 -3.9642
H -3.5747 -0.0347 -1.9847
H -1.8398 2.6540 -2.6686
H -1.1428 -2.9225 5.4598
H 7.3623 4.5725 2.5111
H -1.5562 -3.5078 -4.8531
*
```

Summary:
- <S²>: 0.757
- Relative energy (zero: lowest compared OMol25 entry of this formula, charge and spin): 234.7 kJ/mol
- Frontier orbital gap (alpha / beta): 9.420 / 0.814 eV

Need the natural (NBO) charges? In units of e they are: -0.7615, -0.9393, -0.7537, -0.9565, -0.4867, 0.4911, 0.4759, 0.4911, 0.4788, 0.5077, 0.5119, 0.4643, 0.4867, 0.4777, 0.5124


Number 1: E -232.96551 hartree, M 73.11 g mol⁻¹. Number 2: E -933.84332 hartree, M 204.30 g mol⁻¹. Number 3: E -955.37237 hartree, M 110.48 g mol⁻¹. Number 4: E -287.67033 hartree, M 87.12 g mol⁻¹. Number 5: E -381.72959 hartree, M 90.07 g mol⁻¹.